1.
Here is a molecular structure, C5H13NO3S from the OMol25 dataset. Energies are from wB97M-V/def2-TZVPD.

## Properties
energy above the lowest of the compared OMol25 structures with the same formula, charge and spin	89.9	kcal per mole
frontier orbital gap (spin up / spin down)	5.6 / 5.3	eV
<S²>	2.009

Geometry as ORCA input:
```
! wB97M-V def2-TZVPD RIJCOSX def2/J DEFGRID3
* xyz 0 3
C 0.2189 2.8967 0.1243
C 0.3802 -2.1006 -0.7766
C 0.1391 -1.0431 1.3311
C -1.1652 -0.4013 -0.6391
C 1.4456 2.0228 0.1931
N 0.0737 -0.9396 -0.1342
O 1.1455 0.4829 -2.1507
O 2.5258 1.9978 -0.7651
O 2.7309 -0.4838 -0.5201
S 1.7682 0.5732 -0.8054
H 0.5360 3.9658 0.2797
H -0.2130 2.9788 -0.9328
H -0.5522 2.4799 0.7574
H -0.4945 -2.7701 -0.8908
H 0.8491 -1.9216 -1.7173
H 1.1113 -2.6610 -0.2552
H 0.2433 -0.0531 1.7435
H -0.6951 -1.5687 1.6442
H 1.0345 -1.5289 1.5849
H -0.9498 -0.2740 -1.6779
H -2.0143 -1.2218 -0.5301
H -1.4651 0.5319 -0.1682
H 1.7143 1.8635 1.1892
*
```

---

2.
Here is a molecular structure, C33H77N8NiO12 from the OMol25 dataset. Energies are from wB97M-V/def2-TZVPD.

## Properties
frontier orbital gap (spin up / spin down)	3.4 / 3.5	eV
<S²>	2.007

Geometry as ORCA input:
```
! wB97M-V def2-TZVPD RIJCOSX def2/J DEFGRID3
* xyz 1 3
Ni 7.8084 1.6831 -2.8725
C 0.7692 0.9407 -1.7831
C 2.0839 0.3832 -1.0792
C 2.0065 -1.0080 -0.7206
O 3.2457 0.5883 -1.8027
H 0.8810 2.0231 -1.8460
H -0.0942 0.7897 -1.1352
H 0.5554 0.5903 -2.7929
H 2.1245 0.8927 -0.1164
H 2.8977 -1.4180 -0.2455
H 1.7321 -1.7068 -1.5109
H 1.2006 -1.2517 -0.0284
C 1.9191 -2.0341 9.0723
O 0.7072 -1.9182 8.3610
C -0.4094 -2.6907 8.8241
C -1.6011 -2.7943 7.8759
O -2.3870 -3.9093 8.0744
C -3.5593 -4.0576 7.2432
C -3.3522 -3.7322 5.7000
O -2.5053 -4.7023 5.1340
C -2.5008 -4.7466 3.7092
H 2.7256 -1.6358 8.4567
H 2.1826 -3.0882 9.1580
H 1.9109 -1.4477 9.9911
H -0.5540 -2.4522 9.8778
H -0.0611 -3.7235 8.8089
H -1.2238 -2.7617 6.8538
H -2.2171 -1.8989 7.9584
H -4.2970 -3.2965 7.4977
H -3.8913 -5.0841 7.3984
H -3.0040 -2.7250 5.4713
H -4.3275 -3.8654 5.2318
H -3.4481 -4.8679 3.1838
H -1.7737 -5.5139 3.4437
H -2.0450 -3.8365 3.3192
C -2.7538 4.1027 -7.6994
O -3.3024 3.1103 -8.0490
N -3.3305 5.3148 -7.6874
C -2.5310 6.5392 -7.5687
C -4.7140 5.5659 -7.8444
H -1.7202 4.1448 -7.3223
H -2.4147 7.0547 -8.5220
H -1.5656 6.3259 -7.1097
H -3.0673 7.3687 -7.1079
H -5.2216 4.6094 -7.7198
H -5.1777 6.2099 -7.0971
H -5.1344 5.8207 -8.8172
C 4.7754 -3.8857 4.5259
O 5.9181 -4.1055 4.8099
N 3.9937 -4.8958 4.1336
C 2.5761 -4.7251 4.0609
C 4.5769 -6.2422 3.8280
H 4.2936 -2.9043 4.3957
H 2.0267 -5.3065 4.8013
H 2.2406 -5.1862 3.1320
H 2.2125 -3.6982 4.0985
H 5.6649 -6.2394 3.7622
H 4.2641 -7.0249 4.5191
H 4.1721 -6.4338 2.8343
C -6.3148 -5.2481 -4.0895
O -6.8251 -6.2208 -3.4691
N -6.3393 -3.9177 -3.7217
C -5.4657 -3.0094 -4.3852
C -6.9450 -3.4249 -2.4771
H -5.6600 -5.4243 -4.9569
H -5.2881 -3.3440 -5.4072
H -4.6159 -2.7809 -3.7419
H -5.9640 -2.0415 -4.4394
H -7.4547 -4.1500 -1.8427
H -6.1139 -3.0332 -1.8907
H -7.6674 -2.6170 -2.5941
C 9.1951 -3.5305 -0.5540
O 8.8421 -2.3859 -0.8450
N 8.6717 -4.6884 -1.0191
C 9.2808 -5.9522 -0.5156
C 7.4766 -4.7606 -1.8843
H 9.9290 -3.7381 0.2400
H 9.9992 -5.7766 0.2850
H 9.6905 -6.5162 -1.3536
H 8.5258 -6.6031 -0.0746
H 7.1171 -3.8060 -2.2684
H 7.7714 -5.2975 -2.7859
H 6.6392 -5.2148 -1.3547
C 6.2186 5.2077 2.3586
O 6.7489 4.3666 1.5728
N 5.6196 4.8390 3.4912
C 4.8687 5.7324 4.4404
C 5.6151 3.4481 3.9249
H 6.2084 6.3034 2.2503
H 3.8058 5.5215 4.3229
H 4.9046 6.7940 4.1960
H 5.1924 5.6839 5.4801
H 6.3223 2.9314 3.2761
H 5.8334 3.3891 4.9912
H 4.6446 2.9525 3.8995
C -8.4822 5.0309 -1.3103
O -9.6234 5.5217 -1.3382
N -8.1245 3.7479 -1.4236
C -6.6730 3.3757 -1.4988
C -9.1036 2.6973 -1.5653
H -7.5617 5.6218 -1.1856
H -6.3852 2.9946 -2.4786
H -6.4449 2.5482 -0.8269
H -6.0144 4.2131 -1.2684
H -10.1418 2.9964 -1.4209
H -9.0866 2.1964 -2.5332
H -8.8233 2.0258 -0.7536
C -2.6853 10.5989 1.2007
O -3.0918 10.2399 0.0881
N -1.7473 9.9934 1.9756
C -0.9600 8.8074 1.5665
C -1.5354 10.4280 3.3509
H -3.0886 11.4866 1.7121
H -1.1533 7.9365 2.1927
H 0.1196 8.9542 1.5375
H -1.2054 8.3975 0.5868
H -0.6133 10.9970 3.4698
H -2.3714 10.9530 3.8130
H -1.4051 9.5235 3.9451
C 0.5139 -3.8312 -8.3682
O -0.1639 -4.8371 -8.5309
N 1.8737 -3.8601 -8.1670
C 2.6827 -5.1069 -8.3491
C 2.6096 -2.6243 -7.8578
H -0.0145 -2.8712 -8.2616
H 2.0830 -5.9142 -8.7693
H 2.9808 -5.2692 -7.3133
H 3.4555 -5.0230 -9.1133
H 2.9051 -2.5177 -6.8141
H 3.5740 -2.5867 -8.3644
H 1.9548 -1.7750 -8.0529
*
```

---

3.
Here is a molecular structure, C5H4N9O2OsS from the OMol25 dataset. Energies are from wB97M-V/def2-TZVPD.

## Properties
energy above the lowest of the compared OMol25 structures with the same formula, charge and spin	13.4	kcal per mole
frontier orbital gap (spin up / spin down)	7.5 / 6.0	eV
<S²>	0.769

Geometry as ORCA input:
```
! wB97M-V def2-TZVPD RIJCOSX def2/J DEFGRID3
* xyz 0 2
Os -0.7368 -0.1091 0.5035
N 0.2934 2.1517 -1.8509
C 0.8170 2.2589 -0.6080
N 1.7316 3.1127 -0.2454
N 1.8986 2.8849 1.0982
N 1.1524 1.9657 1.5267
N 0.4201 1.4832 0.4442
C -0.6918 1.2680 -2.1981
N -1.1699 1.1172 -3.4073
N -2.1273 0.1654 -3.2706
N -2.2194 -0.2398 -2.0653
N -1.3032 0.4547 -1.3245
H 0.6602 2.7555 -2.5697
C 1.4157 -3.2239 1.6238
C 0.5593 -2.0571 1.3299
O 0.3012 -1.1256 2.1222
O 0.0038 -1.9196 0.1355
H 1.6603 -3.2448 2.6812
H 2.3299 -3.1463 1.0334
H 0.9015 -4.1345 1.3201
S -3.5769 -0.2009 2.3018
C -2.3195 -0.2165 1.4194
*
```

---

4.
Here is 5 unconnected molecules or ions with the total composition C7H23IN7O4 from the OMol25 dataset. Energies are from wB97M-V/def2-TZVPD.

## Properties
energy above the lowest of the compared OMol25 structures with the same formula, charge and spin	0.0	kcal per mole
frontier orbital gap	6.2	eV

Geometry as ORCA input:
```
! wB97M-V def2-TZVPD RIJCOSX def2/J DEFGRID3
* xyz -1 1
I 0.4784 3.2710 0.9272
C -4.4496 -1.7900 -4.5400
C -3.4199 -2.8843 -4.0432
C -3.5114 -4.2476 -4.7696
O -2.8187 -5.2860 -4.0001
C -2.9544 -6.6111 -4.6448
N -2.1559 -2.2266 -4.0357
H -5.4737 -2.1579 -4.4781
H -4.3374 -1.5682 -5.6013
H -4.4375 -0.8711 -3.9538
H -3.6824 -3.1708 -3.0248
H -3.1656 -4.2589 -5.8032
H -4.5500 -4.5771 -4.7948
H -3.9063 -7.1336 -4.5503
H -2.1855 -7.3029 -4.3008
H -2.9253 -6.6328 -5.7342
H -1.8793 -1.9196 -4.9573
H -2.2083 -1.3733 -3.4980
C -2.3773 -2.9083 4.6797
O -3.1125 -3.5941 5.4005
N -1.0667 -3.1354 4.5450
N -2.8019 -1.8003 4.1883
H -0.8291 -4.0649 4.8607
H -0.5965 -2.5783 3.8459
H -3.7941 -1.6137 4.2178
H -2.1847 -1.1203 3.7679
C 5.4534 8.0611 -1.9426
O 6.4534 8.6739 -2.2620
N 5.4950 6.8029 -1.4688
N 4.2197 8.4225 -2.0168
H 6.3973 6.3491 -1.4748
H 4.6478 6.2768 -1.3087
H 3.5319 7.7712 -1.6663
H 3.9049 9.2336 -2.5298
C 4.5419 2.3171 7.3050
O 5.1021 1.7796 8.2725
N 3.9114 1.6390 6.3649
N 4.4486 3.5709 7.0309
H 3.2450 1.9765 5.6851
H 4.0375 0.6376 6.4037
H 4.9707 4.1205 7.6984
H 3.9849 3.9237 6.2059
*
```

---

5.
Here is a molecular structure, C16H22N2Tm from the OMol25 dataset. Energies are from wB97M-V/def2-TZVPD.

## Properties
frontier orbital gap (spin up / spin down)	5.3 / 3.4	eV
<S²>	2.028

Geometry as ORCA input:
```
! wB97M-V def2-TZVPD RIJCOSX def2/J DEFGRID3
* xyz 3 3
C 2.3846 -2.1483 0.0008
C 3.8725 -1.8750 0.3027
C 4.3662 -0.5536 -0.2637
C 4.0205 0.6448 0.6320
C 3.2985 1.8071 -0.0876
C 1.9350 2.1186 0.5480
C 0.8663 1.2524 -0.0968
C -0.4330 1.2546 0.6984
C -1.6403 0.5733 0.0590
C -1.4909 -0.2296 -1.0864
N -2.4824 -0.9103 -1.6015
C -3.6484 -0.8052 -0.9697
C -4.7682 -1.5865 -1.4462
C -6.0212 -1.5294 -0.8062
C -6.2022 -0.6982 0.2908
C -5.1266 0.0709 0.7681
C -3.8348 0.0255 0.1435
N -2.8184 0.7390 0.6612
H 2.2097 -3.1949 -0.2052
H 2.0793 -1.5789 -0.8755
H 1.7606 -1.8927 0.8578
H 4.0202 -1.8886 1.3769
H 4.4555 -2.6982 -0.0883
H 3.9901 -0.4257 -1.2756
H 5.4442 -0.6139 -0.3630
H 3.3612 0.2926 1.4239
H 4.9097 1.0296 1.1119
H 3.8988 2.7027 -0.1619
H 3.1059 1.4842 -1.1080
H 1.7105 3.1782 0.3694
H 1.9663 1.9612 1.6219
H 1.2082 0.2192 -0.1120
H 0.6904 1.5563 -1.1260
H -0.2634 0.7175 1.6310
H -0.6804 2.2770 1.0301
H -0.5296 -0.3204 -1.5591
H -4.6159 -2.2268 -2.3018
H -6.8237 -2.1430 -1.1815
H -7.1647 -0.6547 0.7714
H -5.2540 0.6967 1.6372
Tm -1.7562 3.3725 0.7802
*
```

---

6.
Here is 4 unconnected molecules or ions with the total composition C4H16NO3 from the OMol25 dataset. Energies are from wB97M-V/def2-TZVPD.

## Properties
energy above the lowest of the compared OMol25 structures with the same formula, charge and spin	32.2	kcal per mole
frontier orbital gap	10.6	eV

Geometry as ORCA input:
```
! wB97M-V def2-TZVPD RIJCOSX def2/J DEFGRID3
* xyz 1 1
C 0.3314 -0.3774 -1.1095
C 1.2770 0.8281 -1.1297
C 0.9524 1.9058 -0.0836
C 1.8282 2.3985 0.7676
N -1.0570 0.0926 -0.7339
H 0.2462 -0.8504 -2.1331
H 0.5480 -1.0320 -0.2512
H 2.3308 0.5576 -0.9785
H 1.2746 1.2859 -2.1053
H 0.0287 2.4806 -0.1208
H 1.6500 3.1941 1.4855
H 2.8579 2.0565 0.9133
H -1.2710 0.1005 0.2666
H -1.4200 1.0001 -1.0475
H -1.7094 -0.6285 -1.0581
H -2.0446 -3.2056 -0.3336
H -0.7070 -2.8983 -0.1586
O -1.5374 -2.3860 -0.1862
H 2.5724 -3.1687 1.4412
H 1.4792 -3.2447 2.5952
O 1.6483 -3.0356 1.6723
H -2.6192 1.7860 1.3748
H -3.7173 1.8258 0.3190
O -2.9422 1.3153 0.5942
*
```

---

7.
Here is a molecular structure, C46H57IN7NdO2S4Si from the OMol25 dataset. Energies are from wB97M-V/def2-TZVPD.

## Properties
energy above the lowest of the compared OMol25 structures with the same formula, charge and spin	7.8	kcal per mole
frontier orbital gap (spin up / spin down)	6.2 / 6.2	eV
<S²>	3.753

Geometry as ORCA input:
```
! wB97M-V def2-TZVPD RIJCOSX def2/J DEFGRID3
* xyz -2 4
Nd 0.0701 -0.4365 -0.2645
N 2.1902 -0.5295 1.4418
C 3.6401 -0.6407 1.2344
C 4.1277 0.4852 0.3170
C 4.6578 0.0157 -1.0360
C 3.6365 -0.7498 -1.8724
N 2.3714 -0.0135 -1.9957
H 1.9686 0.2925 1.9941
H 1.8598 -1.3342 1.9648
H 3.8300 -1.6142 0.7791
H 4.1835 -0.6139 2.1846
H 4.9058 1.0708 0.8152
H 3.2779 1.1435 0.1420
H 5.5373 -0.6206 -0.8900
H 4.9847 0.8960 -1.6027
H 3.4176 -1.7158 -1.4127
H 4.0941 -0.9508 -2.8498
H 1.7843 -0.5279 -2.6420
H 2.5329 0.8685 -2.4823
S -1.5363 -2.4700 1.0499
C -0.8277 -4.0489 1.0061
C -1.5768 -5.1184 1.5108
C -1.1077 -6.4272 1.5223
C -1.9224 -7.4744 2.0385
N -2.5839 -8.3251 2.4601
C 0.2088 -6.6984 1.0038
C 0.9554 -5.6427 0.4895
C 0.4857 -4.3243 0.4607
S 1.4971 -3.1139 -0.2474
C 0.7613 -8.0098 1.0064
N 1.2381 -9.0647 1.0004
H -2.5628 -4.9076 1.9044
H 1.9402 -5.8406 0.0875
I -2.6502 0.3760 -1.3706
C -4.0389 -3.1930 -2.5249
C -2.8725 -4.0900 -2.9399
C -1.5242 -3.5279 -2.4984
S -1.0205 -2.0079 -3.3637
O -0.0325 -1.3804 -2.4047
C 0.1257 -2.7463 -4.5662
C -0.5647 -3.4468 -5.7316
C -1.4088 -2.4854 -6.5754
H -4.9931 -3.6458 -2.8055
H -3.9664 -2.2074 -2.9866
H -4.0321 -3.0451 -1.4430
H -2.8933 -4.2471 -4.0232
H -2.9871 -5.0699 -2.4704
H -0.7096 -4.2475 -2.5942
H -1.5791 -3.2006 -1.4580
H 0.7839 -3.4036 -3.9949
H 0.7079 -1.8883 -4.9166
H -1.1914 -4.2588 -5.3540
H 0.2040 -3.9002 -6.3611
H -2.1587 -1.9810 -5.9647
H -1.9207 -3.0226 -7.3764
H -0.7760 -1.7155 -7.0218
C 2.9408 4.1114 0.8192
C 2.0440 4.2155 -0.4209
C 0.9388 5.2610 -0.2109
C 2.8874 4.5634 -1.6519
C 1.3594 2.9188 -0.6151
N 0.8045 1.9138 -0.6251
H 3.3748 5.0932 1.0208
H 3.7518 3.4064 0.6450
H 2.3782 3.7910 1.6992
H 1.3935 6.2397 -0.0401
H 0.3219 5.0016 0.6457
H 0.3024 5.3155 -1.0961
H 3.2782 5.5802 -1.5447
H 2.2870 4.4834 -2.5542
H 3.7190 3.8668 -1.7629
C -2.6783 2.1700 -6.7775
C -1.8012 2.5954 -5.6270
C -2.3148 3.4076 -4.6182
C -1.4164 3.7734 -3.6349
N -0.1469 3.3943 -3.6240
C 0.2842 2.5806 -4.6261
S 1.9038 2.0169 -4.6401
N -0.5465 2.1784 -5.6344
H -3.1331 3.0462 -7.2456
H -3.4811 1.5202 -6.4192
H -2.0822 1.6332 -7.5137
H -3.3499 3.7217 -4.6102
H -1.7286 4.4149 -2.8126
O -0.3627 0.6288 1.7747
Si -0.6714 1.1093 3.2435
C -0.5904 -0.2930 4.5185
C -0.8772 -0.0945 5.8726
C -0.8609 -1.1478 6.7768
C -0.5449 -2.4316 6.3454
C -0.2528 -2.6520 5.0063
C -0.2823 -1.5920 4.1071
C -2.3400 1.9675 3.5012
C -2.6002 2.7988 4.5960
C -3.8342 3.4136 4.7623
C -4.8438 3.2065 3.8288
C -4.6073 2.3862 2.7344
C -3.3679 1.7781 2.5726
C 0.6245 2.3785 3.8612
C 1.8334 1.9658 4.4315
C 2.7925 2.8793 4.8540
C 2.5583 4.2419 4.7238
C 1.3653 4.6795 4.1625
C 0.4200 3.7564 3.7300
H -1.1246 0.9007 6.2296
H -1.1055 -0.9696 7.8183
H -0.5340 -3.2552 7.0497
H -0.0167 -3.6511 4.6585
H -0.0921 -1.7787 3.0548
H -1.8227 2.9812 5.3319
H -4.0090 4.0582 5.6167
H -5.8081 3.6844 3.9576
H -5.3841 2.2210 1.9968
H -3.1879 1.1497 1.7039
H 2.0176 0.9023 4.5662
H 3.7185 2.5296 5.2967
H 3.2988 4.9590 5.0596
H 1.1704 5.7420 4.0643
H -0.5103 4.1085 3.2950
*
```